A cluster of 2 separate species, C3H11N3O in total. Source: the Open Molecules 2025 dataset; level of theory: ωB97M-V with the def2-TZVPD basis set.

```
! RIJCOSX wB97M-V def2-TZVPD def2/J DEFGRID3
* xyz 0 1
C 0.741 -2.410 0.166
N -0.868 -1.628 1.638
O -0.624 -2.454 0.531
H -1.798 -1.919 1.942
H -0.942 -0.465 1.132
H 1.348 -2.818 0.979
H 0.824 -3.037 -0.720
H 1.081 -1.383 -0.055
C 1.014 2.436 -0.791
N 0.668 1.559 0.289
C -1.437 0.576 -0.767
N -0.781 0.697 0.309
H 0.746 1.900 1.238
H 0.123 2.815 -1.311
H 1.604 1.913 -1.552
H 1.547 3.319 -0.428
H -1.408 1.298 -1.582
H -1.840 -0.399 -1.018
*
```

Summary:
Molecular weight (u): 105.1
Highest occupied orbital energy (eV): -7.32
SMILES string: C=NNC.CON
LUMO (eV): 0.140

---

A structure of composition C14H14BF9N6OSn. Source: the Open Molecules 2025 dataset; level of theory: ωB97M-V with the def2-TZVPD basis set.

```
! RIJCOSX wB97M-V def2-TZVPD def2/J DEFGRID3
* xyz 2 1
C -0.880 2.359 -0.467
N -0.887 1.010 -0.586
N -2.195 0.576 -0.562
C -3.004 1.648 -0.486
C -2.212 2.785 -0.390
B -2.653 -0.905 -0.719
N -1.851 -1.469 -1.940
N -0.513 -1.227 -2.130
C -0.153 -1.768 -3.309
C -1.285 -2.302 -3.914
C -2.341 -2.084 -3.037
Sn 0.953 -0.208 -0.529
N -2.412 -1.671 0.657
N -1.169 -1.540 1.227
C -1.148 -2.276 2.332
C -2.420 -2.857 2.542
C -3.206 -2.446 1.453
H -0.255 -2.384 2.939
H -4.247 -2.637 1.191
H -2.716 -3.480 3.362
H -3.833 -0.973 -0.935
H -3.394 -2.294 -3.089
H -4.083 1.502 -0.514
H -1.343 -2.796 -4.866
H -2.544 3.801 -0.273
H 0.872 -1.766 -3.679
H 0.033 2.937 -0.414
H 2.529 -1.511 -1.229
C 2.751 -0.599 -1.827
H 2.744 -1.013 -2.849
H 2.038 0.304 -1.902
H 3.702 -0.218 -1.438
F 1.693 -0.492 2.453
C 2.777 0.282 2.110
F 3.522 0.454 3.224
F 3.511 -0.479 1.238
C 2.336 1.618 1.448
O 1.820 1.506 0.142
C 1.276 2.258 2.399
F 1.683 2.321 3.696
F 0.949 3.514 2.003
F 0.127 1.517 2.358
C 3.567 2.542 1.180
F 4.251 2.973 2.267
F 4.441 1.859 0.384
F 3.166 3.629 0.478
*
```

Summary:
Molecular weight (u): 582.8
Highest occupied orbital energy (spin up / spin down) (eV): -15.76 / -15.73
LUMO (spin up / spin down) (eV): -9.288 / -10.793

---

A structure of composition C13H10IN2PdSe3Te. Source: the Open Molecules 2025 dataset; level of theory: ωB97M-V with the def2-TZVPD basis set.

```
! RIJCOSX wB97M-V def2-TZVPD def2/J DEFGRID3
* xyz -1 3
Pd 6.241 6.840 11.816
Se 4.743 6.413 13.673
Se 6.921 6.654 14.410
Te 5.233 4.001 11.432
Se 5.205 2.735 9.370
C 4.926 7.575 10.346
C 5.514 7.488 8.969
C 5.249 6.373 8.175
C 5.927 6.134 7.012
C 6.908 7.037 6.555
C 7.143 8.198 7.254
C 6.468 8.398 8.491
C 7.503 6.916 5.258
N 7.944 6.780 4.202
H 3.971 7.066 10.356
H 4.782 8.600 10.689
H 4.431 5.711 8.463
H 5.691 5.172 6.539
H 7.845 8.914 6.918
H 6.715 9.372 9.024
I 8.947 9.097 11.998
C 9.014 7.489 10.597
C 10.083 7.390 9.721
C 10.021 6.443 8.675
C 8.896 5.627 8.614
C 7.942 5.735 9.602
N 7.985 6.642 10.574
H 10.785 8.195 9.830
H 10.834 6.437 7.898
H 8.735 4.879 7.771
H 7.068 5.080 9.556
*
```

Summary:
Molecular weight (u): 792.0
Highest occupied orbital energy (spin up / spin down) (eV): -3.79 / -3.76
LUMO (spin up / spin down) (eV): 2.147 / 1.179

---

DFT total energy: -360.184257 -2082.960283 -8508.866927 (a.u.)
ΔE to the lowest compared entry with this formula, charge and spin: 664.63 220.43 0.00 (kJ/mol)